1.
68
Properties=species:S:1:pos:R:3:forces:R:3 method="wB97M-V/def2-TZVPD" multiplicity=6 s2=8.762 e_lumo_ev="-3.87 / -4.04" charge=+1 energy_ev=-95567.860
Fe -0.1312 0.3078 -0.3725 -0.60 0.77 -0.60
O -4.0062 -3.5450 3.8255 -0.12 -0.01 -0.33
C -4.0597 -2.3077 3.7790 0.43 -0.22 0.81
O -4.4815 -1.4650 4.5859 -0.18 0.18 -0.30
C -3.3242 -1.6934 2.5680 -0.02 0.10 -0.41
C -2.5915 -2.4943 1.6979 -0.15 -0.05 0.15
C -1.8672 -1.9028 0.6850 0.13 0.06 -0.15
N -1.8586 -0.5758 0.4928 -0.09 -0.14 0.59
C -2.6194 0.1952 1.2900 0.09 0.15 -0.27
C -3.3496 -0.3221 2.3369 -0.12 -0.05 0.10
C -2.5590 1.6378 0.9317 0.03 -0.12 0.05
C -3.4287 2.6005 1.4299 0.06 -0.10 -0.01
C -3.2545 3.9158 1.0374 0.04 0.03 -0.03
C -2.2238 4.2346 0.1620 -0.03 -0.02 0.02
C -1.4081 3.2145 -0.2906 -0.10 0.02 -0.01
N -1.5738 1.9452 0.0793 0.07 0.27 -0.08
C -1.0060 -2.6379 -0.2789 -0.13 0.11 0.04
C -0.8584 -4.0189 -0.2707 -0.05 0.08 -0.01
C -0.0179 -4.6028 -1.1999 0.04 0.02 -0.04
C 0.6369 -3.7950 -2.1201 -0.04 -0.04 0.00
C 0.4284 -2.4317 -2.0598 -0.12 0.07 -0.09
N -0.3725 -1.8513 -1.1628 0.58 -0.29 0.29
H -2.6225 -3.5595 1.8863 0.02 -0.02 -0.02
H -3.9338 0.2778 3.0235 0.01 0.03 0.00
H -4.2239 2.3157 2.1038 0.00 0.02 0.01
H -3.9158 4.6861 1.4101 -0.01 0.01 0.00
H -2.0567 5.2500 -0.1664 0.00 0.02 0.00
H -0.5892 3.4104 -0.9734 0.01 0.00 -0.01
H -1.3905 -4.6163 0.4545 0.01 -0.02 0.01
H 0.1275 -5.6744 -1.2063 -0.01 -0.01 -0.01
H 1.2960 -4.2106 -2.8684 0.00 -0.01 0.00
H 0.9125 -1.7700 -2.7688 0.05 0.02 0.02
C 1.3130 1.8701 3.6167 0.00 0.04 0.02
C 2.6830 1.9510 3.4394 -0.02 0.00 0.01
C 3.2057 1.8110 2.1624 -0.04 0.03 -0.03
C 2.3345 1.5768 1.1115 0.00 0.07 -0.20
N 1.0068 1.4928 1.2780 0.15 -0.52 0.37
C 0.5156 1.6422 2.5074 -0.04 0.07 -0.04
C 2.7766 1.4019 -0.3017 -0.04 -0.03 0.01
C 4.0958 1.4452 -0.7299 -0.05 0.02 -0.01
C 4.3575 1.2439 -2.0758 0.03 0.01 0.01
C 3.3129 1.0303 -2.9614 -0.06 0.05 0.02
C 2.0213 1.0165 -2.4577 -0.15 0.12 0.00
N 1.7758 1.1823 -1.1550 0.28 -0.38 -0.06
C 0.7850 0.8521 -3.2768 0.09 0.05 0.13
C 0.7544 0.8846 -4.6616 -0.01 -0.02 0.05
C -0.4713 0.7527 -5.2987 -0.02 0.00 0.02
C -1.6181 0.5966 -4.5376 0.01 0.01 0.02
C -1.4967 0.5729 -3.1568 0.04 0.01 -0.09
N -0.3234 0.7000 -2.5439 -0.24 -0.05 -0.17
H 0.8611 1.9720 4.5927 0.00 0.00 0.01
H 3.3388 2.1216 4.2819 0.01 0.00 0.01
H 4.2705 1.8807 1.9966 0.01 -0.01 0.01
H -0.5598 1.5710 2.6090 -0.02 -0.05 0.01
H 4.9046 1.6220 -0.0376 0.01 0.01 0.01
H 5.3773 1.2586 -2.4354 0.01 0.00 0.00
H 3.5042 0.8779 -4.0132 0.01 0.00 -0.01
H 1.6598 1.0192 -5.2352 0.00 0.01 0.00
H -0.5280 0.7769 -6.3782 0.00 0.00 -0.01
H -2.5912 0.4972 -4.9958 0.00 -0.01 -0.02
H -2.3591 0.4406 -2.5141 -0.01 0.00 0.00
F 2.0602 -1.5024 0.2527 0.18 0.02 0.05
C 1.9557 -1.5357 1.5744 0.07 -0.10 0.08
F 0.7238 -1.2603 1.9528 -0.02 -0.12 0.12
C 2.5408 -2.7842 2.2033 0.00 -0.33 0.06
F 2.4555 -2.7080 3.5269 0.03 -0.01 -0.24
F 3.8160 -2.9132 1.8341 -0.20 0.02 0.07
F 1.8642 -3.8739 1.7858 0.20 0.27 0.13

***

2.
67
Properties=species:S:1:pos:R:3:forces:R:3 method="wB97M-V/def2-TZVPD" e_lumo_ev=-8.10 charge=+2 energy_ev=-74385.634 de_lowest_kcal_mol=0.0
W 0.7512 0.8875 0.2982 0.01 -0.55 0.00
O -3.7054 3.4460 -3.1145 -0.06 -0.01 0.09
C -2.7246 2.8570 -2.4578 0.03 0.00 -0.02
C -1.4569 2.6074 -3.0020 -0.07 0.08 -0.18
C -0.5245 1.9909 -2.2119 0.08 -0.06 0.15
N -0.7882 1.6571 -0.9496 -0.12 0.02 0.09
C -2.0050 1.8682 -0.4226 0.25 -0.04 0.00
C -3.0053 2.4553 -1.1354 -0.18 0.07 -0.02
C -2.0681 1.3857 0.9939 -0.16 0.16 -0.11
O -3.0193 1.3465 1.6900 0.04 -0.06 0.05
O -0.8100 0.9811 1.3867 0.23 0.11 0.11
C 0.8619 1.5628 -2.6099 -0.12 -0.09 -0.05
O 1.3139 1.6696 -3.7028 0.08 0.04 0.00
O 1.4818 1.0128 -1.5513 0.18 -0.04 -0.01
H -3.4582 3.7263 -4.0051 0.05 0.01 -0.07
H -1.1979 2.8766 -4.0191 0.00 -0.01 0.01
H -3.9826 2.6237 -0.7020 0.02 -0.01 0.00
O 1.5476 0.0623 2.2032 0.09 0.02 0.08
C 1.6361 -0.7274 1.2848 -0.23 0.16 -0.17
C 1.9537 -2.0879 1.0081 -0.02 0.00 -0.11
C 2.7839 -2.9166 1.7631 0.06 -0.01 0.08
C 2.9740 -4.2145 1.3276 -0.01 0.00 -0.02
C 2.3277 -4.6750 0.1797 -0.01 0.03 0.00
C 1.4700 -3.8556 -0.5504 0.03 -0.11 -0.05
C 1.2957 -2.5472 -0.1462 -0.01 0.07 0.02
P 0.0357 -1.4042 -0.7943 -0.05 0.01 -0.14
C -1.5372 -2.1116 -0.2641 0.04 0.11 0.10
C -1.9756 -1.9016 1.0465 -0.01 -0.03 -0.06
C -3.1236 -2.5297 1.5000 0.00 -0.01 -0.01
C -3.8302 -3.3748 0.6546 -0.02 0.01 0.02
C -3.3879 -3.5993 -0.6420 0.02 0.00 -0.03
C -2.2422 -2.9740 -1.1081 0.01 -0.01 0.02
C 0.1014 -1.3761 -2.5800 -0.02 0.01 0.07
C -1.0231 -0.9596 -3.3015 0.04 -0.04 0.02
C -0.9440 -0.8379 -4.6782 -0.03 0.01 -0.02
C 0.2494 -1.1128 -5.3347 0.00 -0.01 0.01
C 1.3668 -1.5206 -4.6192 0.02 -0.01 0.03
C 1.2985 -1.6494 -3.2413 0.00 0.00 -0.02
H 3.2750 -2.5414 2.6514 0.00 -0.02 -0.01
H 3.6236 -4.8794 1.8796 0.00 0.00 0.00
H 2.4862 -5.6956 -0.1434 0.00 0.00 0.01
H 0.9498 -4.2432 -1.4174 0.01 -0.01 0.01
H -1.4308 -1.2542 1.7202 0.00 -0.03 0.03
H -3.4657 -2.3575 2.5115 0.00 0.00 0.00
H -4.7285 -3.8626 1.0088 0.01 0.00 0.00
H -3.9347 -4.2659 -1.2953 0.00 0.00 0.01
H -1.9011 -3.1629 -2.1171 -0.01 -0.01 0.00
H -1.9585 -0.7625 -2.7906 -0.02 0.03 -0.01
H -1.8159 -0.5374 -5.2449 0.01 0.00 0.02
H 0.3085 -1.0096 -6.4100 0.00 -0.01 0.01
H 2.2943 -1.7320 -5.1336 -0.01 0.01 0.01
H 2.1762 -1.9519 -2.6841 0.02 0.01 -0.01
O 1.9144 4.0921 6.9363 -0.03 -0.18 0.13
C 1.0273 3.7237 6.0028 -0.08 0.76 -0.26
O -0.1451 3.7018 6.2289 -0.01 -0.31 0.12
C 1.5445 3.4517 4.6107 0.12 -0.27 0.07
C 2.8039 2.9056 4.3611 -0.03 -0.01 -0.11
C 3.1799 2.5698 3.0688 0.05 0.01 0.17
C 2.2945 2.8192 2.0296 -0.37 0.06 -0.22
S 2.5940 2.2774 0.3779 0.08 0.11 -0.01
C 1.0565 3.4291 2.2638 0.16 -0.06 0.16
C 0.6732 3.7112 3.5607 -0.08 0.11 0.08
H 2.7847 4.2857 6.5718 0.07 -0.05 -0.05
H 3.4849 2.6937 5.1762 -0.01 0.00 0.01
H 4.1398 2.1097 2.8743 -0.01 0.00 0.01
H 0.4235 3.7007 1.4276 -0.04 0.05 -0.01
H -0.2938 4.1439 3.7822 0.01 -0.01 0.00